# C38H59B2Br54N4O9

A molecular structure, C38H59B2Br54N4O9 (the ωB97M-V functional and the def2-TZVPD basis, the OMol25 dataset).

Each line ends with the Löwdin charge.
Geometry (Å):
C -0.904 -4.309 2.236  -0.15
C 0.124 -3.648 3.336  -0.22
C -0.138 -2.000 3.307  -0.20
C 1.202 -1.347 2.590  -0.22
C 1.259 -1.625 0.954  -0.17
C 2.120 -0.343 0.310  -0.16
C 2.923 -0.704 -1.058  -0.17
N 2.171 -0.750 -2.334  -0.02
C 0.877 0.051 -2.354  -0.08
N 1.008 1.379 -2.670  0.16
C 2.348 2.089 -2.945  -0.10
C 2.023 3.727 -3.016  -0.11
C 1.980 4.423 -1.505  -0.18
O 2.450 5.820 -1.649  -0.14
C 2.552 6.444 -0.307  -0.30
C 3.729 6.075 0.794  -0.03
O 1.678 7.402 0.055  -0.04
N -0.370 -0.737 -2.124  0.16
B -1.491 -0.066 -1.415  -0.52
O -2.151 1.225 -1.826  0.00
O -2.123 -0.700 -0.203  -0.03
C -0.752 -1.495 -3.375  -0.29
C -1.629 -2.860 -2.980  -0.03
C -2.028 -3.766 -4.323  -0.36
C -1.758 -5.375 -4.082  -0.09
C -3.621 -3.545 -4.730  -0.11
O -1.497 -0.556 -4.226  -0.02
N -1.382 -0.830 -5.534  -0.20
O -2.263 -0.255 -6.152  -0.23
C 0.704 -1.983 -4.039  0.02
C 1.897 -2.136 -2.874  -0.22
O 1.518 -3.139 -1.870  0.03
B 1.786 -4.519 -2.296  -0.65
O 0.856 -5.574 -1.758  0.03
O 2.890 -5.006 -3.141  0.04
H -1.268 -3.539 1.430  0.07
H -1.843 -4.700 2.816  0.01
H -0.347 -5.230 1.739  0.06
H -0.006 -4.052 4.428  0.10
H 1.229 -3.877 2.949  0.07
H -0.262 -1.577 4.415  0.12
H -1.056 -1.690 2.649  0.05
H 2.204 -1.813 3.039  0.07
H 1.261 -0.171 2.724  0.09
H 1.769 -2.661 0.758  0.09
H 0.165 -1.693 0.546  0.09
H 1.483 0.655 0.282  0.11
H 2.958 -0.131 1.137  0.12
H 3.815 0.084 -1.150  0.13
H 3.477 -1.744 -0.866  0.13
H 0.164 1.983 -2.747  0.15
H 3.140 1.925 -2.100  0.12
H 2.700 1.763 -4.019  0.15
H 2.775 4.300 -3.732  0.13
H 0.934 3.914 -3.468  0.12
H 0.842 4.502 -1.156  0.15
H 2.556 3.805 -0.695  0.12
H 3.945 4.925 0.760  0.08
H 4.712 6.629 0.477  0.10
H 3.432 6.385 1.901  0.03
H -1.772 1.917 -1.209  0.01
H -2.306 -1.648 -0.535  0.11
H -1.047 -3.511 -2.176  0.14
H -2.670 -2.603 -2.480  0.13
H -1.401 -3.457 -5.271  0.08
H -1.771 -5.694 -2.954  0.09
H -0.675 -5.596 -4.532  0.08
H -2.502 -6.009 -4.759  0.10
H -3.827 -2.457 -5.166  0.07
H -4.358 -3.811 -3.851  0.09
H -3.850 -4.297 -5.622  0.09
H 0.628 -2.998 -4.616  0.14
H 1.126 -1.197 -4.823  0.15
H 2.869 -2.430 -3.502  0.19
H 1.427 -6.421 -1.757  0.10
H 2.423 -5.515 -3.894  0.14
C -3.082 0.998 3.326  -1.52
Br -2.583 1.282 5.184  0.58
Br -1.548 1.123 2.137  0.66
Br -4.051 -0.672 3.083  0.51
H -3.766 1.807 3.051  -0.02
C -2.371 -7.476 5.054  -1.55
Br -2.668 -5.605 5.496  0.52
Br -3.986 -8.537 5.276  0.57
Br -1.605 -7.688 3.279  0.58
H -1.635 -7.860 5.768  -0.02
C 4.361 -6.364 0.744  -1.54
Br 4.169 -4.508 0.195  0.64
Br 3.139 -6.822 2.187  0.57
Br 4.195 -7.586 -0.760  0.61
H 5.377 -6.478 1.138  -0.01
C 7.409 -9.104 -2.960  -1.61
Br 8.303 -10.693 -2.281  0.55
Br 8.648 -7.906 -3.862  0.56
Br 5.889 -9.555 -4.088  0.54
H 7.015 -8.564 -2.094  -0.06
C -8.374 -0.346 3.468  -1.57
Br -7.622 -0.169 1.683  0.53
Br -8.325 -2.187 4.095  0.55
Br -7.533 0.871 4.732  0.56
H -9.428 -0.059 3.401  -0.02
C 4.160 8.862 4.332  -1.57
Br 3.918 9.205 6.231  0.56
Br 5.467 7.457 4.011  0.58
Br 2.470 8.496 3.441  0.61
H 4.563 9.780 3.890  -0.02
C 2.712 9.000 -3.878  -1.60
Br 2.279 10.815 -4.425  0.57
Br 3.102 7.857 -5.403  0.53
Br 4.144 8.962 -2.561  0.57
H 1.820 8.591 -3.392  -0.02
C -6.256 -4.925 1.583  -1.57
Br -5.505 -4.747 -0.202  0.54
Br -6.208 -6.766 2.209  0.57
Br -5.415 -3.708 2.847  0.47
H -7.311 -4.637 1.516  -0.02
C -5.071 4.166 -1.263  -1.58
Br -3.198 4.031 -0.755  0.61
Br -5.284 4.431 -3.179  0.56
Br -6.106 2.649 -0.623  0.55
H -5.472 5.058 -0.771  -0.12
C 2.780 12.430 8.954  -1.60
Br 4.653 12.296 9.461  0.55
Br 2.567 12.695 7.038  0.53
Br 1.745 10.913 9.594  0.55
H 2.379 13.322 9.446  -0.02
C -7.955 7.083 -0.017  -1.56
Br -8.475 5.889 1.429  0.59
Br -6.058 7.510 0.043  0.60
Br -8.487 6.390 -1.755  0.58
H -8.499 8.022 0.133  -0.06
C 6.525 -13.976 -0.109  -1.61
Br 8.360 -14.165 0.506  0.55
Br 5.371 -15.362 0.620  0.56
Br 5.825 -12.195 0.237  0.51
H 6.537 -14.109 -1.196  -0.02
C 8.486 5.149 3.170  -1.62
Br 7.967 3.955 4.616  0.55
Br 10.383 5.576 3.230  0.57
Br 7.954 4.456 1.432  0.53
H 7.942 6.088 3.320  -0.09
C -3.246 -2.880 -8.642  -1.54
Br -5.097 -2.305 -8.475  0.57
Br -2.653 -2.879 -10.495  0.56
Br -2.060 -1.842 -7.502  0.90
H -3.201 -3.916 -8.292  -0.03
C -4.649 -1.583 7.433  -1.58
Br -3.494 -0.957 8.867  0.57
Br -3.757 -2.893 6.304  0.47
Br -6.348 -2.248 8.109  0.57
H -4.873 -0.717 6.801  -0.05
C 0.544 5.155 -7.863  -1.60
Br -0.612 5.812 -6.443  0.54
Br 1.150 6.592 -9.026  0.57
Br 2.031 4.114 -7.163  0.52
H -0.059 4.478 -8.478  -0.02
C -8.598 9.486 2.952  -1.61
Br -6.666 9.671 3.077  0.54
Br -9.461 9.724 4.679  0.57
Br -9.351 10.663 1.598  0.57
H -8.801 8.459 2.631  -0.09
C 4.782 -2.027 5.095  -1.59
Br 4.154 -3.720 4.372  0.55
Br 5.310 -0.791 3.689  0.54
Br 3.485 -1.232 6.308  0.57
H 5.679 -2.243 5.684  -0.02

For the molar mass, the calculation gives 5052.3 Da. Its HOMO energy is -0.40162 hartree. As for the total charge: +1. Its electronic energy is -141425.20118 Ha. The value obtained for the LUMO energy is -3.8 eV.

# C38H59BF5N3O3ReS2Sb3Si3

A molecular structure, C38H59BF5N3O3ReS2Sb3Si3 (the ωB97M-V functional and the def2-TZVPD basis, the OMol25 dataset).

Each line ends with the Löwdin charge.
Geometry (Å):
Re -1.042 -0.215 0.243  1.18
O -1.446 3.077 3.371  0.03
C -2.777 2.922 3.564  -0.26
C -3.349 3.663 4.596  0.00
C -4.696 3.557 4.861  -0.06
C -5.504 2.708 4.105  -0.07
C -4.943 1.976 3.085  -0.02
C -3.574 2.070 2.789  -0.08
C -3.036 1.263 1.687  -0.40
O -1.719 1.259 1.461  -0.33
N -3.838 0.569 0.955  0.05
N -3.175 -0.135 -0.049  -0.28
C -3.997 -0.767 -0.827  -0.91
S -5.707 -0.715 -0.557  1.01
C -6.066 -1.989 -1.799  -0.49
C -5.082 -1.833 -2.939  -0.47
S -3.430 -1.643 -2.207  1.01
H -1.166 2.452 2.683  0.05
H -2.705 4.312 5.174  0.12
H -5.127 4.135 5.668  0.11
H -6.559 2.619 4.320  0.11
H -5.551 1.306 2.493  0.11
H -7.091 -1.844 -2.136  0.09
H -5.979 -2.968 -1.329  0.09
H -5.302 -0.954 -3.544  0.08
H -5.054 -2.713 -3.579  0.09
C 4.186 -1.092 -4.402  -0.34
Sb 2.245 -1.465 -3.575  1.39
C 2.257 0.281 -2.326  -0.34
C 1.126 -0.517 -5.188  -0.32
C 1.231 0.972 -5.204  -0.28
C 2.326 1.550 -5.857  -0.06
C 2.514 2.917 -5.913  -0.07
C 1.577 3.762 -5.333  -0.07
C 0.476 3.210 -4.706  -0.07
C 0.293 1.829 -4.607  -0.28
C -0.964 1.339 -3.944  -0.26
Sb -1.220 1.661 -1.821  1.40
C -3.230 2.333 -1.910  -0.27
C -0.292 3.525 -1.432  -0.26
H 4.317 -1.672 -5.315  0.01
H 4.949 -1.403 -3.688  0.00
H 4.316 -0.033 -4.620  -0.01
H 2.989 1.006 -2.682  0.03
H 2.468 0.008 -1.295  -0.07
H 1.274 0.744 -2.354  -0.06
H 0.104 -0.882 -5.136  0.03
H 1.565 -0.929 -6.099  0.06
H 3.034 0.896 -6.353  0.11
H 3.372 3.324 -6.430  0.11
H 1.688 4.836 -5.394  0.11
H -0.284 3.869 -4.302  0.10
H -1.172 0.286 -4.118  0.04
H -1.820 1.906 -4.317  0.07
H -3.251 3.243 -2.509  0.03
H -3.618 2.538 -0.914  0.02
H -3.848 1.574 -2.386  0.01
H -0.682 4.268 -2.123  0.01
H 0.786 3.460 -1.540  0.00
H -0.547 3.815 -0.414  0.00
F -0.257 -6.998 -1.829  0.15
C -0.309 -5.687 -1.627  -0.13
C -0.018 -5.155 -0.384  -0.14
F 0.343 -5.951 0.617  0.14
C -0.073 -3.787 -0.182  -0.17
F 0.285 -3.319 1.019  0.05
C -0.425 -2.904 -1.200  -0.29
O -0.456 -1.574 -1.055  -0.38
C -0.692 -3.468 -2.447  -0.22
F -0.996 -2.669 -3.482  0.03
C -0.643 -4.831 -2.664  -0.14
F -0.915 -5.318 -3.872  0.14
B -3.115 -3.398 3.000  -0.37
C -2.291 -2.367 2.187  -0.16
N -1.655 -1.593 1.598  -0.03
H -4.210 -3.416 2.486  0.02
H -3.136 -2.976 4.133  0.03
H -2.524 -4.448 2.893  0.03
C -0.826 0.047 4.481  -0.19
Si 0.764 -0.800 4.011  0.36
C 2.107 -0.187 5.155  -0.21
C 0.629 -2.659 4.097  -0.19
Sb 1.391 -0.154 1.548  0.94
Si 2.610 2.137 1.671  0.34
C 3.957 1.960 2.954  -0.20
C 1.408 3.478 2.145  -0.21
C 3.365 2.579 0.019  -0.20
Si 3.478 -1.665 1.049  0.36
C 4.800 -0.691 0.149  -0.21
C 4.195 -2.077 2.725  -0.21
C 3.098 -3.223 0.103  -0.20
H -1.142 -0.355 5.448  0.06
H -1.639 -0.127 3.780  0.01
H -0.684 1.123 4.596  0.03
H 1.867 -0.576 6.150  0.05
H 2.113 0.901 5.227  0.02
H 3.109 -0.530 4.903  0.02
H 0.694 -2.932 5.155  0.05
H 1.424 -3.186 3.571  0.02
H -0.324 -3.031 3.724  0.01
H 3.549 1.967 3.964  0.02
H 4.639 2.810 2.863  0.05
H 4.548 1.052 2.835  0.01
H 1.047 3.385 3.169  0.03
H 0.545 3.512 1.480  0.00
H 1.919 4.441 2.057  0.05
H 4.032 1.826 -0.392  0.01
H 3.949 3.490 0.181  0.05
H 2.606 2.802 -0.729  0.00
H 5.130 0.176 0.724  0.02
H 4.541 -0.363 -0.856  0.01
H 5.657 -1.366 0.061  0.05
H 4.513 -1.181 3.259  0.01
H 5.085 -2.692 2.563  0.05
H 3.518 -2.640 3.365  0.02
H 2.492 -3.063 -0.789  -0.01
H 2.615 -3.969 0.732  0.03
H 4.061 -3.631 -0.221  0.05

Its expectation value of S² is 3.782. For the molar mass, the calculation gives 1411.6 Da. Its HOMO energy (alpha / beta) is -0.38322 / -0.38291 hartree. As for the total charge: +1. The value obtained for the energy above the lowest of the compared OMol25 structures with the same formula, charge and spin is 16.4 kcal/mol. The multiplicity is 4. Its electronic energy is -4861.28295 Ha. The value obtained for the LUMO energy (alpha / beta) is -2.6 / -4.5 eV.